{
  "formula": "C60H45Cl4IN4NaO3P",
  "method": "ωB97M-V/def2-TZVPD",
  "spin_multiplicity": 1,
  "homo_ev": -1.55,
  "e_lumo_ev": 3.5,
  "total_charge": -2,
  "species": ["Na", "Cl", "C", "C", "C", "C", "C", "C", "C", "C", "C", "C", "C", "C", "C", "C", "C", "C", "Cl", "C", "C", "C", "N", "C", "C", "C", "C", "C", "C", "Cl", "C", "C", "C", "C", "C", "C", "N", "C", "C", "C", "C", "C", "N", "C", "C", "C", "C", "Cl", "C", "C", "C", "C", "N", "H", "H", "H", "H", "H", "H", "H", "H", "H", "H", "H", "H", "H", "H", "H", "H", "H", "H", "H", "H", "H", "H", "H", "H", "I", "C", "C", "C", "C", "C", "C", "C", "C", "C", "C", "H", "H", "H", "H", "H", "H", "C", "C", "O", "P", "O", "C", "C", "O", "C", "C", "H", "H", "H", "H", "H", "H", "H", "H", "H", "H", "H", "H", "H", "H", "H"],
  "coordinates": [[-0.2433, -0.5799, 0.3950], [-0.0246, -1.6954, 8.1680], [-0.3517, -1.0757, 6.5585], [-0.8711, -2.0241, 5.5937], [-1.3008, -1.6116, 4.3933], [0.2309, 0.1966, 3.7681], [-0.4463, 0.7365, 4.9441], [-0.2092, 0.2265, 6.3068], [-1.1640, -0.2201, 3.9036], [-2.2635, 0.2154, 2.9966], [-3.4733, 0.8794, 3.3303], [-4.2543, 0.8136, 2.1937], [-3.4852, 0.1060, 1.2202], [-3.9334, -0.2896, -0.0549], [-5.3087, 0.1750, -0.4130], [-5.5579, 1.5196, -0.6692], [-6.8304, 1.9593, -1.0017], [-7.8626, 1.0400, -1.0652], [-9.4758, 1.5859, -1.4776], [-7.6483, -0.3022, -0.8099], [-6.3658, -0.7257, -0.4873], [-3.2849, -1.0681, -1.0054], [-2.0351, -1.6371, -0.8692], [-1.7608, -2.2252, -2.0213], [-0.5363, -2.9371, -2.3504], [-0.4977, -3.4512, -3.7566], [-0.7868, -4.7740, -4.0700], [-0.7412, -5.2294, -5.3825], [-0.4103, -4.3384, -6.3864], [-0.3499, -4.9026, -8.0450], [-0.1272, -3.0112, -6.1088], [-0.1750, -2.5758, -4.7931], [0.5981, -3.1224, -1.6100], [1.7593, -3.8602, -2.1350], [2.7216, -3.7670, -1.2126], [2.1697, -2.9527, -0.1039], [0.9074, -2.6127, -0.3601], [2.9785, -2.5203, 0.9797], [2.5522, -1.6329, 1.9935], [3.4288, -1.1498, 3.0973], [2.6999, -0.3069, 3.8390], [1.3496, -0.3332, 3.2639], [1.3369, -1.1236, 2.1255], [4.3907, -2.9807, 1.0186], [4.7165, -4.3348, 1.1425], [6.0325, -4.7740, 1.1707], [7.0530, -3.8432, 1.0878], [8.7197, -4.3835, 1.1316], [6.7764, -2.4929, 0.9676], [5.4536, -2.0763, 0.9255], [-2.8525, -2.0691, -2.9643], [-3.8020, -1.3403, -2.3240], [-2.2615, -0.2312, 1.7485], [-0.9669, -3.0591, 5.8931], [-1.7850, -2.3032, 3.7135], [-0.7565, 1.7757, 4.8655], [0.0407, 0.9195, 7.0998], [-3.7238, 1.3220, 4.2842], [-5.2588, 1.1901, 2.0689], [-4.7332, 2.2175, -0.6148], [-7.0201, 3.0030, -1.2129], [-8.4707, -1.0025, -0.8638], [-6.1768, -1.7735, -0.2896], [-1.0464, -5.4579, -3.2707], [-0.9605, -6.2609, -5.6241], [0.1293, -2.3289, -6.9081], [0.0462, -1.5392, -4.5610], [1.8192, -4.3412, -3.0988], [3.7251, -4.1559, -1.2807], [4.4481, -1.4567, 3.2759], [2.9872, 0.2121, 4.7410], [3.9112, -5.0552, 1.2229], [6.2663, -5.8263, 1.2677], [7.5862, -1.7790, 0.8900], [5.2272, -1.0237, 0.8028], [-2.8898, -2.4372, -3.9776], [-4.7442, -1.0033, -2.7282], [2.5013, -0.2199, -2.3702], [1.1878, 0.9433, -3.5224], [1.5179, 1.1158, -4.8405], [0.7018, 1.9136, -5.6705], [-0.3941, 2.5296, -5.1411], [-0.7406, 2.3629, -3.7757], [-1.8554, 3.0443, -3.2383], [-2.1802, 2.8547, -1.9248], [-1.4388, 1.9640, -1.1165], [-0.3140, 1.2696, -1.5401], [0.0340, 1.5188, -2.9114], [2.4080, 0.6479, -5.2417], [0.9611, 2.0402, -6.7156], [-1.0243, 3.1633, -5.7587], [-2.4320, 3.7042, -3.8793], [-3.0215, 3.4011, -1.5008], [-1.7904, 1.8340, -0.0923], [2.6818, 3.2202, 4.5360], [3.3477, 3.0785, 3.1809], [2.5116, 3.6122, 2.1649], [1.8080, 2.5445, 1.0765], [1.8697, 3.5503, -0.2152], [3.0931, 3.6116, -0.9362], [2.9820, 4.7315, -1.9465], [0.2585, 2.7521, 1.4324], [-0.3761, 4.0333, 1.4705], [-1.3333, 4.0465, 2.6417], [3.3484, 2.8751, 5.3315], [1.7674, 2.6244, 4.5646], [2.4243, 4.2642, 4.7249], [3.5690, 2.0255, 2.9785], [4.2917, 3.6313, 3.1543], [3.2652, 2.6563, -1.4413], [3.9281, 3.7946, -0.2481], [2.1248, 4.5535, -2.5973], [3.8837, 4.7794, -2.5615], [2.8440, 5.6905, -1.4440], [-0.9051, 4.1662, 0.5251], [0.3747, 4.8201, 1.5586], [-2.0188, 3.1988, 2.5769], [-1.9170, 4.9709, 2.6490], [-0.7817, 3.9735, 3.5824]],
  "forces_ev_per_angstrom": [[0.0, -0.1, -0.2], [0.0, 0.0, 0.0], [0.0, 0.1, 0.0], [0.0, 0.0, 0.0], [0.0, 0.0, 0.0], [-0.1, -0.3, 0.2], [0.0, 0.1, -0.1], [0.0, 0.0, 0.0], [0.0, 0.1, -0.1], [0.0, -0.1, -0.1], [0.0, 0.0, 0.0], [0.0, 0.0, 0.0], [0.0, 0.0, 0.1], [-0.1, 0.0, 0.0], [0.0, 0.0, 0.0], [0.0, 0.0, 0.0], [0.0, 0.0, 0.0], [0.0, 0.0, 0.0], [0.0, 0.0, 0.0], [0.0, 0.0, 0.0], [0.0, 0.0, 0.0], [0.1, 0.0, -0.1], [0.1, 0.0, 0.1], [-0.1, 0.1, 0.0], [0.1, 0.0, 0.0], [0.0, 0.0, 0.0], [0.0, 0.0, 0.0], [0.0, 0.0, 0.0], [0.0, 0.0, 0.0], [0.0, 0.0, 0.0], [0.0, 0.0, 0.0], [0.0, 0.0, 0.0], [-0.1, 0.0, 0.0], [0.0, 0.0, 0.0], [0.0, 0.0, 0.0], [-0.1, 0.0, 0.0], [0.0, -0.1, 0.1], [0.0, 0.0, 0.1], [0.0, 0.0, -0.1], [0.0, 0.0, 0.0], [0.0, 0.0, 0.0], [0.0, 0.2, -0.1], [0.0, -0.1, 0.1], [0.0, 0.0, 0.0], [0.0, 0.0, 0.0], [0.0, 0.0, 0.0], [0.0, 0.0, 0.0], [0.0, 0.0, 0.0], [0.0, 0.0, 0.0], [0.0, 0.0, 0.0], [0.0, 0.0, 0.0], [0.0, 0.0, 0.0], [0.0, 0.1, 0.1], [0.0, 0.0, 0.0], [0.0, 0.0, 0.0], [0.0, 0.0, 0.0], [0.0, 0.0, 0.0], [0.0, 0.0, 0.0], [0.0, 0.0, 0.0], [0.0, 0.0, 0.0], [0.0, 0.0, 0.0], [0.0, 0.0, 0.0], [0.0, 0.0, 0.0], [0.0, 0.0, 0.0], [0.0, 0.0, 0.0], [0.0, 0.0, 0.0], [0.0, 0.0, 0.0], [0.0, 0.0, 0.0], [0.0, 0.0, 0.0], [0.0, 0.0, 0.0], [0.0, 0.0, 0.0], [0.0, 0.0, 0.0], [0.0, 0.0, 0.0], [0.0, 0.0, 0.0], [0.0, 0.0, 0.0], [0.0, 0.0, 0.0], [0.0, 0.0, 0.0], [0.0, 0.1, 0.0], [0.1, 0.0, -0.1], [0.0, 0.0, 0.0], [0.0, 0.0, 0.0], [0.0, 0.0, 0.0], [0.0, 0.0, 0.0], [0.0, 0.0, 0.0], [-0.1, 0.0, 0.1], [0.0, 0.0, -0.1], [0.1, 0.0, 0.1], [-0.1, 0.0, 0.0], [0.0, 0.0, 0.0], [0.0, 0.0, 0.0], [0.0, 0.0, 0.0], [0.0, 0.0, 0.0], [0.0, 0.0, 0.0], [0.0, 0.0, 0.0], [0.0, 0.0, 0.0], [-0.1, 0.0, 0.0], [0.1, -0.1, -0.2], [-0.1, 0.1, -0.1], [0.0, 0.1, 0.2], [0.0, 0.0, -0.1], [0.0, 0.0, 0.0], [0.0, -0.1, 0.2], [0.0, 0.0, -0.1], [0.0, 0.0, 0.0], [0.0, 0.0, 0.0], [0.0, 0.0, 0.0], [0.0, 0.0, 0.0], [0.0, 0.0, 0.0], [0.0, 0.0, 0.0], [0.0, 0.0, 0.0], [0.0, 0.0, 0.0], [0.0, 0.0, 0.0], [0.0, 0.0, 0.0], [0.0, 0.0, 0.0], [0.0, 0.0, 0.0], [0.0, 0.0, 0.0], [0.0, 0.0, 0.0], [0.0, 0.0, 0.0], [0.0, 0.0, 0.0]],
  "mulliken_charge": [0.954, -0.278, 0.525, -0.910, -0.791, -0.059, -0.268, -1.419, 1.047, -0.329, -1.211, -1.156, -0.551, 1.574, -0.574, 0.131, -1.038, 0.437, -0.265, -0.957, 0.154, 0.234, -0.206, 0.368, 1.112, -0.643, 0.141, -0.876, 0.414, -0.271, -1.025, 0.414, 0.124, -1.092, -1.161, 0.516, -0.449, 1.081, 0.264, -1.465, -0.754, 0.160, -0.042, -0.089, -0.179, -0.855, 0.369, -0.266, -0.853, -0.288, -1.517, -1.337, 0.260, 0.415, 0.467, 0.565, 0.411, 0.481, 0.534, 0.584, 0.408, 0.388, 0.464, 0.449, 0.396, 0.455, 0.475, 0.353, 0.368, 0.514, 0.720, 0.480, 0.394, 0.391, 0.592, 0.384, 0.468, 0.272, -0.093, -0.643, -0.716, -0.932, 1.310, -1.627, -0.804, -0.245, 0.634, -0.031, 0.440, 0.368, 0.332, 0.271, 0.376, 0.726, -0.872, -0.176, -0.410, 0.423, -0.277, 0.090, -1.453, 0.061, -0.155, -1.068, 0.397, -0.005, 0.382, 0.122, 0.382, 0.035, 0.318, 0.270, 0.401, 0.348, 0.106, 0.486, 0.051, 0.437, 0.206]
}


{
  "formula": "C60H45Cl4IN4NaO3P",
  "method": "ωB97M-V/def2-TZVPD",
  "spin_multiplicity": 1,
  "homo_ev": [-1.43, -1.43],
  "e_lumo_ev": [3.3, 3.3],
  "total_charge": -2,
  "species": ["Na", "Cl", "C", "C", "C", "C", "C", "C", "C", "C", "C", "C", "C", "C", "C", "C", "C", "C", "Cl", "C", "C", "C", "N", "C", "C", "C", "C", "C", "C", "Cl", "C", "C", "C", "C", "C", "C", "N", "C", "C", "C", "C", "C", "N", "C", "C", "C", "C", "Cl", "C", "C", "C", "C", "N", "H", "H", "H", "H", "H", "H", "H", "H", "H", "H", "H", "H", "H", "H", "H", "H", "H", "H", "H", "H", "H", "H", "H", "H", "I", "C", "C", "C", "C", "C", "C", "C", "C", "C", "C", "H", "H", "H", "H", "H", "H", "C", "C", "O", "P", "O", "C", "C", "O", "C", "C", "H", "H", "H", "H", "H", "H", "H", "H", "H", "H", "H", "H", "H", "H", "H"],
  "coordinates": [[0.0865, -0.3041, 0.0625], [4.1723, -5.4395, 4.1296], [3.1075, -4.1408, 3.6360], [2.1964, -4.4133, 2.5523], [1.2029, -3.5542, 2.2691], [2.2270, -1.3664, 2.5124], [2.2387, -1.8831, 3.8856], [3.0839, -3.0013, 4.3372], [1.0795, -2.2084, 2.8763], [-0.3397, -1.7840, 2.9950], [-1.2131, -1.9732, 4.1057], [-2.4876, -1.8802, 3.5974], [-2.3399, -1.6053, 2.1996], [-3.3464, -1.5298, 1.2273], [-4.6585, -2.1401, 1.5701], [-5.5104, -1.7058, 2.5798], [-6.6788, -2.3928, 2.8790], [-6.9955, -3.5347, 2.1678], [-8.4525, -4.4147, 2.5553], [-6.1742, -3.9924, 1.1500], [-5.0193, -3.2887, 0.8574], [-3.2038, -1.0994, -0.1065], [-2.0467, -0.9248, -0.7983], [-2.3955, -0.5393, -2.0322], [-1.5310, -0.4790, -3.1710], [-2.2122, -0.1078, -4.4477], [-2.7301, -1.0843, -5.2945], [-3.4116, -0.7450, -6.4537], [-3.5701, 0.5939, -6.7670], [-4.4444, 1.0341, -8.2156], [-3.0609, 1.5880, -5.9504], [-2.3865, 1.2289, -4.7922], [-0.1981, -0.8202, -3.2629], [0.4843, -0.9861, -4.5398], [1.7329, -1.3998, -4.2478], [1.8331, -1.4308, -2.7835], [0.6711, -1.0791, -2.2303], [3.0772, -1.6854, -2.1302], [3.3115, -1.5106, -0.7586], [4.6120, -1.6965, -0.0777], [4.4037, -1.4944, 1.2339], [2.9572, -1.3118, 1.3753], [2.3613, -1.2475, 0.1465], [4.1641, -2.2700, -2.9487], [3.9606, -3.4983, -3.5910], [4.9707, -4.1321, -4.2938], [6.2166, -3.5319, -4.3769], [7.5153, -4.3491, -5.2134], [6.4504, -2.3082, -3.7778], [5.4287, -1.6872, -3.0741], [-3.8310, -0.3793, -2.1316], [-4.3383, -0.7664, -0.9321], [-1.0050, -1.5278, 1.8823], [2.2700, -5.3667, 2.0467], [0.4461, -3.8072, 1.5365], [1.9963, -1.1628, 4.6635], [3.6596, -2.8938, 5.2476], [-0.9149, -2.1646, 5.1263], [-3.4138, -1.9736, 4.1429], [-5.2688, -0.8080, 3.1346], [-7.3387, -2.0426, 3.6613], [-6.4313, -4.8882, 0.6015], [-4.3589, -3.6397, 0.0756], [-2.5984, -2.1266, -5.0311], [-3.8212, -1.5067, -7.1036], [-3.1914, 2.6289, -6.2138], [-1.9904, 2.0004, -4.1423], [0.0513, -0.8241, -5.5146], [2.5289, -1.6215, -4.9411], [5.5434, -1.9703, -0.5460], [5.1088, -1.5896, 2.0467], [2.9928, -3.9752, -3.5012], [4.8023, -5.0994, -4.7490], [7.4268, -1.8467, -3.8503], [5.6087, -0.7231, -2.6158], [-4.3806, -0.0330, -2.9926], [-5.3734, -0.7755, -0.6249], [0.3104, 2.6561, -2.1831], [-1.3744, 3.7776, -1.5644], [-1.7946, 4.8193, -2.3449], [-2.9203, 5.5686, -1.9463], [-3.5692, 5.2638, -0.7831], [-3.1301, 4.1978, 0.0403], [-3.7781, 3.8816, 1.2516], [-3.3194, 2.8404, 2.0146], [-2.2028, 2.0799, 1.6088], [-1.5117, 2.3138, 0.4322], [-1.9988, 3.4021, -0.3501], [-1.2772, 5.0666, -3.2632], [-3.2623, 6.3872, -2.5704], [-4.4353, 5.8422, -0.4722], [-4.6390, 4.4710, 1.5547], [-3.8256, 2.5954, 2.9476], [-1.8838, 1.2710, 2.2596], [4.3876, 1.5509, 4.4381], [4.3280, 1.7013, 2.9268], [3.1984, 2.4654, 2.5640], [2.0778, 1.9902, 1.4039], [1.9105, 3.5208, 0.8210], [2.9751, 4.1131, 0.1064], [2.8729, 5.6197, 0.2593], [0.7397, 1.9358, 2.2767], [0.2503, 3.0166, 3.0739], [0.0916, 2.5462, 4.5083], [5.3099, 1.0402, 4.7247], [3.5359, 0.9647, 4.7857], [4.3553, 2.5316, 4.9154], [4.2939, 0.7196, 2.4583], [5.2265, 2.2226, 2.5720], [2.9025, 3.8389, -0.9503], [3.9394, 3.7633, 0.4943], [1.8841, 5.9508, -0.0595], [3.6293, 6.1143, -0.3538], [3.0185, 5.9016, 1.3032], [-0.7134, 3.3113, 2.6556], [0.9294, 3.8664, 3.0238], [-0.4885, 1.6222, 4.5305], [-0.4295, 3.3076, 5.0926], [1.0698, 2.3600, 4.9563]],
  "forces_ev_per_angstrom": [[-0.1, 0.1, -0.2], [0.1, -0.1, 0.0], [0.1, 0.3, 0.3], [-0.3, -0.1, -0.1], [0.2, -0.1, 0.0], [0.2, -0.3, 0.0], [0.2, 0.1, 0.1], [0.1, -0.1, -0.2], [-0.1, 0.2, -0.2], [-0.2, -0.1, 0.0], [0.0, 0.0, 0.1], [0.0, -0.1, 0.0], [-0.2, 0.0, 0.0], [0.5, 0.2, 0.0], [-0.2, -0.1, 0.0], [0.1, 0.2, 0.0], [0.0, 0.0, 0.0], [0.1, 0.1, -0.1], [-0.1, 0.0, 0.0], [0.0, 0.0, 0.1], [0.0, 0.1, 0.1], [-0.5, 0.0, 0.1], [0.2, -0.1, -0.3], [-0.6, 0.0, 0.6], [0.8, -0.2, -0.4], [-0.1, 0.0, -0.1], [0.0, 0.0, 0.1], [0.0, 0.0, 0.0], [0.0, 0.0, 0.1], [0.0, 0.0, -0.1], [0.0, 0.0, 0.0], [0.0, 0.1, 0.1], [-0.8, 0.2, -0.1], [0.3, -0.1, -0.1], [-0.2, 0.1, -0.2], [-0.3, 0.2, 0.2], [0.4, -0.2, 0.3], [0.2, 0.1, 0.2], [-0.6, -0.1, -0.1], [0.2, 0.1, 0.3], [0.2, 0.0, -0.2], [-0.3, 0.2, 0.4], [0.0, -0.2, -0.2], [0.1, 0.0, 0.0], [0.1, 0.0, 0.0], [0.0, 0.0, -0.1], [-0.1, 0.0, 0.1], [0.1, 0.0, -0.1], [0.1, 0.0, 0.0], [-0.1, 0.0, -0.1], [0.2, 0.0, -0.2], [0.0, -0.1, 0.1], [0.4, 0.1, 0.1], [0.0, 0.0, 0.0], [0.0, 0.0, 0.0], [-0.1, 0.0, -0.1], [0.0, 0.0, 0.0], [0.0, 0.0, 0.0], [0.0, -0.1, 0.0], [0.0, 0.0, 0.0], [0.0, 0.0, 0.0], [0.0, 0.0, 0.0], [0.0, 0.0, 0.0], [0.0, 0.0, 0.0], [0.0, 0.0, 0.0], [0.0, 0.0, 0.0], [0.0, 0.0, 0.0], [0.0, 0.0, 0.0], [0.0, 0.0, 0.0], [0.0, 0.0, 0.0], [0.0, 0.0, 0.0], [0.0, 0.0, 0.0], [0.0, 0.0, 0.0], [0.0, 0.0, 0.0], [0.0, 0.0, 0.0], [0.0, 0.0, 0.0], [0.0, 0.0, 0.0], [-0.2, 0.2, -0.1], [0.3, 0.0, -0.2], [0.1, -0.1, -0.1], [-0.1, 0.0, 0.1], [0.0, 0.1, -0.1], [0.3, -0.1, -0.2], [-0.1, 0.1, 0.1], [-0.1, -0.1, 0.1], [-0.4, 0.1, -0.5], [0.2, -0.5, -0.3], [-0.3, 0.0, 0.4], [0.0, 0.0, 0.0], [0.0, 0.0, 0.0], [0.0, 0.0, 0.0], [0.0, 0.0, 0.0], [0.0, 0.0, 0.0], [0.0, -0.1, 0.1], [-0.1, 0.0, -0.2], [0.0, 0.0, 0.1], [-0.1, 0.1, 0.0], [0.2, 0.6, 0.3], [-0.2, 0.0, 0.1], [0.1, 0.1, 0.0], [0.0, -0.2, 0.0], [0.3, -0.1, 0.2], [0.0, 0.2, 0.3], [0.1, -0.1, -0.2], [0.0, 0.0, 0.1], [0.0, 0.0, 0.0], [0.0, 0.0, 0.0], [0.0, -0.1, -0.1], [0.0, 0.0, 0.0], [0.0, -0.1, 0.0], [0.0, 0.0, 0.0], [0.0, 0.0, 0.0], [0.0, 0.0, 0.0], [0.0, 0.0, 0.0], [0.3, 0.0, 0.1], [0.1, 0.0, -0.1], [0.0, 0.0, 0.0], [0.0, 0.0, 0.0], [0.0, 0.0, 0.0]],
  "mulliken_charge": [1.078, -0.281, 0.446, -0.907, -0.883, 1.106, -0.759, -1.499, 1.465, -0.436, -1.305, -0.926, -0.337, 0.763, -0.474, -0.038, -1.012, 0.467, -0.259, -1.017, 0.050, 0.403, -0.207, 0.143, 1.362, -0.922, 0.363, -0.927, 0.510, -0.267, -1.035, 0.271, 0.371, -1.417, -1.366, 0.687, 0.094, 0.890, 0.170, -1.617, -1.078, -0.265, 0.559, -0.426, -0.103, -0.915, 0.370, -0.266, -0.827, -0.227, -1.403, -1.394, 0.421, 0.461, 0.430, 0.861, 0.407, 0.509, 0.501, 0.628, 0.392, 0.392, 0.465, 0.472, 0.389, 0.416, 0.337, 0.421, 0.436, 0.497, 0.609, 0.486, 0.389, 0.371, 0.545, 0.463, 0.618, 0.059, -0.152, -0.754, -0.462, -0.953, 1.301, -1.326, -0.875, -1.414, 1.265, 0.136, 0.454, 0.384, 0.321, 0.228, 0.464, 0.600, -1.265, 0.217, -0.267, 0.181, 0.028, 0.014, -1.415, 0.060, -0.125, -1.451, 0.395, 0.102, 0.379, -0.101, 0.353, 0.180, 0.220, 0.232, 0.410, 0.317, 0.354, 0.351, 0.162, 0.415, 0.287]
}


We obtain electronic energy values of -5400.346878 -5400.299337 hartree for the records listed above, in that order.
We obtain energy relative to the best compared isomer or geometry (same formula, charge and spin) values of 0.0 29.8 kcal per mole for the records listed above, in that order.